{"formula": "C72H74F3I3NO21P2", "method": "ωB97M-V/def2-TZVPD", "largest_force_ha_per_bohr": 0.04396, "gap_ha": 0.2624, "energy_ha": -6297.39232, "charge": 1, "spin_multiplicity": 1, "elements": ["C", "C", "C", "P", "O", "I", "O", "C", "C", "C", "C", "F", "C", "C", "C", "F", "P", "O", "N", "C", "C", "C", "C", "O", "C", "C", "O", "C", "C", "C", "C", "C", "F", "C", "I", "C", "C", "I", "H", "H", "H", "H", "H", "H", "H", "H", "H", "H", "H", "H", "H", "H", "H", "H", "H", "H", "H", "H", "H", "H", "H", "H", "H", "H", "H", "H", "H", "H", "H", "H", "H", "H", "H", "H", "H", "H", "H", "H", "H", "H", "C", "C", "C", "O", "C", "C", "C", "O", "H", "H", "H", "H", "C", "C", "C", "O", "C", "C", "C", "O", "H", "H", "H", "H", "C", "C", "C", "O", "C", "C", "C", "O", "H", "H", "H", "H", "C", "C", "C", "O", "C", "C", "C", "O", "H", "H", "H", "H", "C", "C", "C", "O", "C", "C", "C", "O", "H", "H", "H", "H", "C", "C", "C", "O", "C", "C", "C", "O", "H", "H", "H", "H", "C", "C", "C", "O", "C", "C", "C", "O", "H", "H", "H", "H", "C", "C", "C", "O", "C", "C", "C", "O", "H", "H", "H", "H"], "positions_angstrom": [[-3.266822, -1.151510, 1.151237], [-3.436396, -1.327367, -0.022649], [-3.573421, -1.625312, -1.463341], [-1.865480, -2.604905, -1.831817], [-2.284241, -4.134809, -1.429908], [-0.225988, -2.104373, -0.125668], [-4.447389, -2.705585, -1.667935], [-5.783825, -2.524635, -2.158400], [-5.881027, -3.320302, -3.474788], [-7.039571, -3.152908, -4.466580], [-6.755614, -4.042291, -5.695065], [-7.320382, -3.419975, -6.805543], [-6.294681, -1.081068, -1.935987], [-7.729149, -0.810641, -2.500510], [-8.820281, -1.851661, -2.177048], [-9.807265, -1.319118, -1.388632], [-6.804658, -1.114231, -0.058620], [-7.754651, -0.027661, 0.300176], [-5.302994, 0.075062, -2.267884], [-5.838627, 0.889501, -3.450969], [-4.970145, 1.914468, -4.164746], [-5.801836, 2.449605, -5.364949], [-5.499203, 1.168093, -1.234036], [-5.045254, 0.917098, 0.057216], [-5.214891, 2.077140, 0.879922], [-3.847224, 2.651161, 1.316632], [-3.859229, 4.059194, 1.348488], [-3.546141, 4.594430, 0.068409], [-3.634892, 6.132002, 0.114471], [-3.797234, -0.364711, -2.451131], [-2.833963, 0.675806, -1.870931], [-2.428587, 2.002511, -2.538364], [-1.272014, 2.400479, -1.878519], [-3.293291, -0.992071, -3.833415], [-4.590446, -1.053010, -5.673679], [-1.952341, -0.529639, -4.552608], [-1.590192, -1.600462, -5.646156], [-0.070836, -0.140648, -3.600134], [-3.209733, -1.038845, 2.208225], [-2.371529, -4.644127, -2.248354], [-6.347052, -3.150377, -1.462840], [-5.943321, -4.373538, -3.170837], [-4.943327, -3.328183, -4.034231], [-7.959751, -3.540901, -4.031708], [-7.169504, -2.161967, -4.885520], [-5.686724, -4.105254, -5.906791], [-7.218015, -5.024782, -5.619411], [-7.731104, -0.779251, -3.587005], [-8.077616, 0.171274, -2.189164], [-9.324994, -2.146645, -3.098318], [-8.461777, -2.783424, -1.737961], [-7.409511, -2.375141, 0.144394], [-5.692706, -1.136048, 0.781385], [-6.251648, 0.255078, -4.217703], [-6.710837, 1.465189, -3.142452], [-4.030306, 1.560828, -4.575335], [-4.743068, 2.796509, -3.567259], [-5.141755, 2.657395, -6.204640], [-6.534850, 1.722348, -5.720200], [-6.331226, 3.364042, -5.103969], [-6.573955, 1.360637, -1.152127], [-5.044750, 2.100152, -1.581355], [-5.846456, 2.846488, 0.429348], [-5.738550, 1.745658, 1.777147], [-3.621355, 2.293357, 2.320616], [-3.047530, 2.306689, 0.650574], [-4.310709, 4.229621, -0.636732], [-2.540282, 4.285421, -0.233427], [-4.635239, 6.415367, -0.209530], [-2.902315, 6.563240, -0.558493], [-3.481430, 6.430581, 1.148815], [-3.121158, 0.998392, -0.872140], [-1.885111, 0.198271, -1.612066], [-2.191027, 1.980204, -3.596548], [-3.150382, 2.782591, -2.299709], [-3.246167, -2.072293, -3.777552], [-2.206819, 0.376531, -5.097901], [-1.781585, -1.231983, -6.649845], [-2.046285, -2.570213, -5.445331], [-0.521569, -1.806097, -5.639691], [3.179070, -1.274102, 2.056989], [2.514935, -2.349333, 2.470915], [3.187110, -3.420248, 3.250626], [2.574834, -4.398199, 3.621427], [4.627992, -3.243018, 3.552195], [5.294727, -2.167461, 3.139359], [4.621224, -1.100228, 2.360249], [5.221663, -0.113976, 1.979976], [2.708956, -0.481454, 1.487047], [1.462508, -2.497306, 2.263644], [5.100447, -4.032900, 4.122006], [6.347670, -2.024886, 3.350831], [-4.166094, -7.462602, -3.399115], [-4.883443, -8.455291, -2.881405], [-4.247715, -9.504128, -2.044188], [-4.902265, -10.401346, -1.561938], [-2.784493, -9.405544, -1.813855], [-2.067745, -8.415446, -2.339572], [-2.705436, -7.365191, -3.165152], [-2.055002, -6.447872, -3.631519], [-4.607278, -6.684949, -4.010685], [-5.951102, -8.545942, -3.036323], [-2.342465, -10.178031, -1.197709], [-1.000663, -8.322926, -2.183308], [-1.289499, 9.183297, -3.114959], [-0.292865, 9.128691, -3.994721], [0.941844, 8.356667, -3.709726], [1.847214, 8.299670, -4.513472], [1.026142, 7.651001, -2.406899], [0.028750, 7.705417, -1.528209], [-1.207739, 8.472892, -1.815699], [-2.122360, 8.511042, -1.018041], [-2.199638, 9.738948, -3.301567], [-0.332118, 9.636653, -4.949890], [1.936282, 7.095291, -2.219988], [0.068562, 7.197531, -0.572638], [9.055659, 0.900678, 2.410433], [8.387820, -0.173916, 2.820283], [9.058997, -1.241926, 3.599790], [8.452918, -2.227951, 3.975749], [10.499422, -1.070205, 3.907825], [11.166516, 0.005213, 3.497741], [10.495663, 1.074465, 2.716486], [11.104201, 2.056135, 2.344798], [8.585496, 1.693468, 1.842793], [7.335932, -0.314960, 2.607757], [10.967469, -1.861910, 4.479034], [12.217462, 0.153473, 3.711780], [12.220780, 3.159455, 5.931040], [10.959064, 2.965805, 5.556379], [9.866994, 2.858190, 6.554913], [8.718982, 2.674269, 6.206240], [10.229613, 2.978102, 7.989655], [11.493171, 3.172344, 8.360335], [12.587156, 3.278778, 7.364525], [13.736938, 3.456203, 7.706709], [13.031979, 3.239600, 5.217900], [10.672418, 2.885147, 4.520431], [9.423929, 2.898658, 8.707892], [11.784339, 3.260718, 9.399953], [-3.761101, -9.910321, 1.942561], [-4.401737, -8.859870, 1.437630], [-4.352579, -7.533507, 2.098429], [-4.937267, -6.577391, 1.630079], [-3.561032, -7.419461, 3.346929], [-2.919328, -8.468714, 3.855365], [-2.967496, -9.797160, 3.192884], [-2.380453, -10.751196, 3.651605], [-3.786854, -10.886259, 1.473230], [-4.987111, -8.921035, 0.530471], [-3.537147, -6.442646, 3.812767], [-2.335749, -8.407831, 4.764965], [2.647709, 6.347575, -7.496072], [3.691603, 6.386998, -6.672466], [4.874824, 5.517706, -6.889125], [5.824241, 5.546886, -6.136837], [4.850431, 4.607028, -8.061880], [3.805288, 4.568609, -8.884497], [2.621026, 5.435858, -8.665122], [1.666305, 5.397528, -9.412754], [1.775456, 6.972781, -7.353189], [3.723974, 7.045412, -5.813461], [5.724083, 3.983409, -8.202806], [3.766045, 3.911333, -9.743828], [9.852103, 1.167177, 13.740442], [9.210663, 1.353898, 12.589930], [9.478367, 2.542511, 11.746399], [8.892159, 2.712831, 10.695771], [10.486455, 3.516497, 12.229556], [11.129101, 3.330999, 13.379612], [10.862855, 2.140245, 14.226130], [11.447700, 1.969555, 15.272161], [9.672685, 0.307216, 14.372804], [8.471179, 0.657072, 12.216627], [10.663844, 4.378237, 11.597914], [11.868011, 4.028988, 13.751746]], "forces_ev_per_angstrom": [[-0.1, -0.3, -0.1], [-0.6, 0.3, -0.4], [0.5, 0.1, 1.5], [0.5, -0.6, -1.1], [0.0, 0.7, 0.3], [-0.2, -0.1, 0.0], [-0.3, 0.3, -0.5], [0.4, -0.2, -0.2], [-0.1, -0.5, -0.5], [0.3, -1.1, -0.3], [-0.2, 0.6, 0.0], [-0.1, 0.0, -0.1], [-1.0, -0.7, 1.1], [0.2, -0.3, -0.9], [-0.4, -0.1, -0.4], [0.1, 0.1, 0.4], [-0.6, 0.9, 1.4], [0.3, -0.1, -0.5], [-0.4, 0.8, -0.4], [-0.3, 0.6, -1.2], [-0.1, 0.6, -0.6], [0.1, -0.2, 0.1], [-0.1, 1.3, 1.3], [0.0, -0.3, -0.9], [0.2, 0.0, 1.0], [-0.2, 0.2, -0.1], [0.2, -0.1, -0.1], [-0.4, 0.8, 0.2], [-0.4, -1.3, -0.1], [1.2, -1.6, 1.0], [0.4, 1.0, 0.2], [0.1, 0.0, 0.4], [0.0, 0.0, 0.2], [-0.1, 0.6, -1.3], [0.1, 0.2, 0.1], [-0.7, -0.7, -0.9], [0.8, 0.1, 0.4], [0.1, 0.2, 0.2], [0.2, 0.1, 0.0], [0.1, -0.2, -0.1], [-0.3, 0.3, 0.0], [0.0, 0.1, 0.3], [0.0, 0.5, 0.2], [-0.2, 0.4, 0.1], [-0.1, 0.1, 0.3], [0.0, -0.2, 0.1], [0.2, -0.1, 0.1], [0.3, 0.0, 0.1], [-0.2, -0.2, 0.4], [0.2, 0.1, -0.1], [0.1, 0.1, 0.2], [0.3, 0.0, -0.5], [0.1, -0.5, -0.4], [0.4, -0.5, 0.2], [0.1, -0.2, 0.6], [0.0, -0.4, 0.3], [0.0, -0.2, 0.3], [0.0, 0.1, 0.0], [0.0, 0.0, 0.0], [0.0, 0.0, 0.0], [0.0, -0.4, -0.3], [0.2, -0.3, -0.4], [0.1, -0.1, -0.3], [-0.2, -0.1, -0.2], [0.1, 0.1, 0.0], [0.0, -0.1, 0.0], [0.3, -0.2, -0.3], [-0.1, -0.3, 0.0], [0.0, 0.3, 0.2], [-0.1, 0.1, 0.2], [0.2, 0.3, -0.1], [-0.5, -0.4, -0.1], [-0.1, -0.3, -0.5], [-0.1, -0.1, -0.1], [-0.1, 0.0, -0.3], [0.0, 0.1, 0.5], [0.3, 0.2, 0.3], [-0.4, -0.2, 0.0], [-0.3, 0.1, -0.2], [0.0, 0.1, 0.1], [-0.1, 0.0, 0.0], [0.0, 0.1, 0.0], [0.0, -0.1, 0.0], [0.0, 0.0, 0.0], [0.0, 0.0, 0.0], [0.0, 0.0, 0.0], [0.0, 0.0, 0.0], [-0.1, -0.1, 0.0], [0.0, 0.0, 0.0], [0.0, -0.1, 0.1], [0.0, 0.0, 0.0], [-0.1, -0.1, 0.1], [0.0, 0.0, 0.0], [0.0, 0.1, 0.0], [0.0, -0.1, 0.0], [0.0, 0.0, 0.0], [0.0, 0.0, 0.0], [0.0, 0.0, 0.0], [0.0, 0.0, 0.0], [-0.1, 0.2, 0.1], [0.0, 0.0, 0.0], [0.0, 0.0, 0.0], [0.0, 0.0, 0.0], [0.0, 0.0, 0.0], [0.0, 0.0, -0.1], [-0.1, 0.0, 0.0], [0.0, 0.0, 0.0], [0.0, 0.0, -0.1], [0.0, 0.0, 0.1], [0.1, 0.0, 0.0], [0.0, 0.1, 0.1], [0.2, 0.2, -0.2], [0.0, 0.0, 0.0], [0.0, 0.0, 0.0], [0.0, 0.0, 0.0], [0.0, 0.0, 0.0], [0.0, 0.0, 0.0], [0.0, 0.0, 0.0], [0.0, 0.0, 0.0], [0.1, 0.1, -0.1], [0.1, 0.0, 0.0], [0.0, -0.1, 0.0], [0.0, 0.0, -0.1], [0.0, 0.0, 0.0], [0.0, 0.0, 0.0], [0.1, 0.1, 0.0], [0.0, 0.0, 0.0], [0.0, 0.0, 0.0], [0.0, 0.0, -0.1], [0.1, 0.0, 0.1], [0.0, 0.0, 0.0], [0.0, 0.0, 0.0], [0.0, 0.0, -0.1], [-0.1, 0.0, 0.0], [0.1, 0.0, 0.0], [0.0, 0.0, 0.0], [0.0, 0.0, 0.0], [0.0, 0.1, -0.1], [0.0, 0.0, -0.1], [0.0, 0.0, 0.0], [0.0, 0.0, -0.1], [0.0, 0.0, 0.0], [0.0, 0.0, 0.0], [0.0, 0.0, 0.0], [0.0, 0.0, 0.0], [0.0, 0.1, 0.0], [0.0, -0.1, 0.0], [0.0, 0.0, 0.0], [0.0, 0.0, 0.0], [-0.1, 0.0, 0.0], [0.0, 0.0, 0.0], [0.0, 0.0, 0.0], [0.0, 0.0, 0.0], [0.0, 0.0, 0.0], [0.0, 0.0, 0.0], [0.0, 0.0, 0.0], [0.0, 0.0, -0.1], [0.1, 0.0, 0.0], [0.0, 0.0, 0.0], [0.0, 0.0, 0.0], [0.0, 0.0, 0.0], [0.0, 0.0, 0.0], [0.0, 0.0, 0.0], [0.0, 0.0, 0.0], [-0.1, 0.0, -0.1], [0.0, 0.0, 0.1], [0.0, 0.0, 0.0], [0.0, 0.0, 0.2], [0.0, 0.0, 0.0], [0.0, 0.0, -0.1], [0.0, 0.0, 0.1], [0.0, 0.0, 0.0], [0.0, 0.0, 0.0], [0.0, 0.0, 0.0], [0.0, 0.0, 0.0], [0.0, 0.0, 0.0]], "mulliken_charge": [-0.631, -2.317, 0.730, 0.187, -0.060, 0.104, -0.596, -1.425, -1.353, -0.363, -0.661, -0.374, 2.102, -0.818, -0.940, -0.358, 0.380, -0.824, 2.125, -1.428, 0.355, -1.657, -3.612, 0.290, -0.952, -0.211, -0.471, 0.421, -1.160, 4.315, -0.718, -0.985, -0.447, -2.686, 0.270, -0.509, -1.199, 0.233, 0.556, 0.052, 1.117, 0.290, 0.442, 0.374, 0.257, 0.346, 0.374, 0.467, 0.772, 0.376, 0.366, 0.287, -0.088, 0.502, 0.705, -0.243, 0.116, 0.414, 0.373, 0.398, 0.911, 1.379, 0.571, 0.410, 0.351, 0.238, -0.098, 0.263, 0.336, 0.108, 0.359, -0.987, 0.867, 0.477, 0.194, 1.001, 0.580, 0.371, 0.309, 0.471, -0.311, -0.509, 0.096, -0.558, -0.571, -0.169, 0.838, -0.588, 0.439, 0.459, 0.467, 0.300, -0.237, -0.349, 0.108, -0.547, -0.261, -0.437, 0.450, -0.654, 0.540, 0.450, 0.476, 0.459, -0.474, -0.350, 0.335, -0.506, -0.320, -0.273, 0.400, -0.584, 0.421, 0.433, 0.449, 0.455, -0.515, -0.031, 0.886, -0.603, -0.468, -0.335, 0.079, -0.583, 0.480, 0.213, 0.437, 0.468, -0.388, -0.537, 0.207, -0.562, -0.326, -0.264, 0.223, -0.547, 0.476, 0.577, 0.757, 0.421, -0.305, -0.394, 0.369, -0.558, -0.393, -0.370, 0.304, -0.533, 0.505, 0.521, 0.428, 0.424, -0.313, -0.377, 0.351, -0.537, -0.373, -0.377, 0.359, -0.553, 0.478, 0.522, 0.413, 0.409, -0.393, -0.353, 0.323, -0.573, -0.212, -0.363, 0.335, -0.532, 0.402, 0.423, 0.472, 0.409]}